{
  "formula": "C22H44FN3O4",
  "method": "wB97M-V/def2-TZVPD",
  "s2": 2.008,
  "e_above_lowest_ev": 0.000,
  "homo_lumo_gap_ev": [8.879, 9.564],
  "multiplicity": 3,
  "e_lumo_ev": [0.7, 0.3],
  "homo_energy_ev": [-8.20, -9.26],
  "species": ["C", "C", "F", "C", "N", "C", "O", "O", "H", "H", "H", "H", "H", "H", "H", "H", "C", "C", "C", "C", "C", "C", "N", "O", "C", "C", "C", "H", "H", "H", "H", "H", "H", "H", "H", "H", "H", "H", "H", "H", "H", "H", "H", "H", "H", "C", "C", "C", "C", "C", "C", "N", "O", "C", "C", "C", "H", "H", "H", "H", "H", "H", "H", "H", "H", "H", "H", "H", "H", "H", "H", "H", "H", "H"],
  "xyz": [[1.28133, -1.57065, 0.98570], [1.03103, -2.64437, -0.05697], [0.58577, -3.80608, 0.56997], [2.28164, -2.95670, -0.84703], [2.02291, -3.18568, -2.28358], [1.31801, -2.11945, -2.91730], [0.43680, -2.29084, -3.72437], [1.65034, -0.86676, -2.51611], [0.43770, -1.45835, 1.64793], [2.17556, -1.85734, 1.53318], [1.51470, -0.65484, 0.45561], [0.22084, -2.30625, -0.69765], [2.69632, -3.87688, -0.45229], [3.03990, -2.19187, -0.67830], [2.91191, -3.33184, -2.74100], [2.50762, -0.87855, -2.09067], [2.86683, 4.54321, -4.04275], [2.32323, 3.55456, -2.97912], [1.29749, 4.21218, -2.04651], [1.88754, 5.09365, -0.94818], [2.96976, 4.33604, -0.18285], [4.06236, 3.79840, -1.10337], [3.44186, 2.96441, -2.18097], [3.14644, 1.78818, -1.74959], [4.88350, 4.97229, -1.66305], [5.03490, 2.92885, -0.31824], [1.60914, 2.44655, -3.74404], [3.86635, 4.90777, -3.83402], [2.93629, 4.05416, -5.01382], [2.21244, 5.40866, -4.15152], [0.71373, 3.42147, -1.56561], [0.59624, 4.78506, -2.65478], [2.28097, 6.02388, -1.36672], [1.09363, 5.38427, -0.25779], [3.42886, 4.98212, 0.56784], [2.50810, 3.50365, 0.35705], [5.62119, 4.62299, -2.38653], [5.41947, 5.45235, -0.84481], [4.28125, 5.74613, -2.13105], [4.53041, 2.12481, 0.21261], [5.55142, 3.54423, 0.41710], [5.78245, 2.48824, -0.97901], [2.31116, 1.86488, -4.34104], [0.88672, 2.90736, -4.41832], [1.07432, 1.76251, -3.08968], [-5.46049, -1.08086, 2.28469], [-4.50327, -1.97348, 1.45363], [-5.07481, -3.37879, 1.22275], [-4.95498, -4.33307, 2.40780], [-3.51740, -4.36335, 2.91945], [-3.00089, -2.97299, 3.27888], [-3.15931, -2.05794, 2.10324], [-2.22382, -2.25758, 1.24123], [-3.73423, -2.46156, 4.53069], [-1.52221, -3.03888, 3.63784], [-4.36359, -1.30437, 0.09217], [-5.15458, -0.95286, 3.31686], [-5.49760, -0.07423, 1.86896], [-6.47565, -1.47909, 2.28456], [-4.54808, -3.82884, 0.37597], [-6.11844, -3.28166, 0.91947], [-5.65028, -4.05293, 3.20386], [-5.24663, -5.33565, 2.08986], [-3.43967, -5.00514, 3.79910], [-2.87335, -4.80156, 2.15117], [-3.43976, -1.43761, 4.76469], [-3.46545, -3.08866, 5.38022], [-4.81753, -2.49940, 4.45217], [-0.92809, -3.49429, 2.84791], [-1.39942, -3.63753, 4.53964], [-1.12658, -2.04119, 3.83563], [-3.85545, -0.34378, 0.17642], [-5.36250, -1.12980, -0.30852], [-3.81637, -1.91932, -0.61870]],
  "atomic_forces_ev_per_a": [[0.6, -0.7, -0.4], [-0.4, 0.6, 0.3], [0.0, -0.2, 0.0], [0.1, -0.3, -0.5], [0.0, 0.3, 0.5], [-1.0, -0.1, -0.8], [1.0, 0.2, 0.8], [-0.5, -0.2, -0.4], [-0.3, 0.1, 0.1], [0.1, 0.1, 0.4], [-0.1, 0.4, 0.0], [-0.2, -0.2, -0.2], [0.1, -0.2, 0.1], [0.1, 0.3, 0.1], [0.0, -0.3, -0.4], [0.3, 0.3, 0.3], [0.2, 0.0, 0.1], [0.0, 0.4, -1.0], [-0.1, 0.1, 0.4], [0.0, 0.0, -0.1], [-0.4, 0.1, 0.0], [0.8, 0.5, 0.0], [-1.0, -0.3, 0.9], [0.4, -0.2, -0.2], [-0.1, 0.0, -0.1], [0.0, -0.3, 0.1], [-0.1, -0.2, 0.1], [-0.1, 0.0, 0.1], [-0.1, -0.1, 0.0], [0.0, 0.0, 0.0], [0.1, -0.1, 0.0], [0.0, 0.0, -0.1], [0.1, 0.0, 0.0], [0.0, 0.0, 0.0], [0.1, 0.0, 0.0], [0.0, -0.1, -0.1], [0.0, 0.0, 0.0], [0.0, -0.1, 0.1], [0.0, 0.0, 0.0], [0.0, 0.0, -0.1], [0.0, 0.1, 0.0], [0.0, 0.0, 0.0], [0.0, 0.0, 0.0], [0.0, 0.1, 0.0], [0.1, 0.0, 0.0], [0.1, 0.0, 0.2], [-0.7, 0.7, 0.1], [0.1, -0.4, 0.1], [0.0, 0.1, 0.0], [-0.2, -0.2, -0.2], [0.0, 0.2, 1.0], [0.2, -1.2, -0.7], [0.1, 0.5, 0.1], [-0.1, 0.1, -0.1], [0.2, -0.1, -0.2], [0.2, 0.0, -0.2], [0.0, -0.1, 0.0], [0.0, 0.0, -0.1], [0.0, 0.0, 0.0], [0.1, 0.1, 0.0], [0.0, 0.1, 0.0], [0.0, 0.0, 0.0], [0.0, 0.0, 0.0], [0.0, 0.0, 0.1], [0.0, 0.1, 0.0], [0.0, 0.0, 0.0], [0.1, 0.0, 0.0], [0.0, 0.0, 0.0], [0.0, 0.1, 0.0], [-0.1, 0.0, 0.1], [0.0, 0.0, 0.0], [0.0, 0.0, 0.0], [-0.1, 0.0, 0.0], [0.0, 0.0, 0.1]],
  "mulliken_spin": [0.000, 0.006, -0.001, 0.000, 0.000, 0.000, 0.000, 0.003, -0.003, 0.000, 0.002, 0.003, 0.000, 0.000, 0.000, -0.001, 0.012, 0.022, 0.027, -0.022, 0.026, 0.008, 0.407, 0.520, 0.015, -0.007, -0.018, -0.010, -0.002, 0.000, 0.004, 0.004, -0.001, 0.001, 0.002, 0.005, -0.009, 0.000, 0.000, 0.002, 0.000, 0.000, -0.001, 0.000, 0.011, 0.017, 0.006, 0.026, -0.021, 0.025, 0.010, 0.411, 0.532, 0.017, -0.020, -0.003, -0.012, -0.002, 0.000, 0.003, 0.003, -0.001, 0.002, 0.000, 0.005, -0.009, 0.000, 0.000, 0.006, 0.000, 0.001, -0.004, 0.001, 0.003]
}

=====

{
  "formula": "C22H44N3OP2Ti",
  "method": "wB97M-V/def2-TZVPD",
  "e_above_lowest_ev": 0.204,
  "homo_lumo_gap_ev": [6.328, 6.329],
  "charge": 3,
  "e_lumo_ev": [-11.4, -11.4],
  "homo_energy_ev": [-17.72, -17.72],
  "species": ["Ti", "P", "P", "N", "C", "H", "H", "C", "H", "H", "C", "H", "H", "C", "H", "H", "C", "C", "H", "H", "H", "C", "C", "H", "H", "H", "C", "C", "H", "H", "H", "C", "C", "H", "H", "H", "C", "O", "C", "H", "H", "H", "C", "H", "H", "H", "C", "H", "H", "H", "C", "H", "H", "H", "H", "H", "H", "H", "H", "H", "N", "C", "C", "C", "N", "C", "C", "H", "H", "H", "H", "H", "H"],
  "xyz": [[-0.15250, 0.02058, -0.63961], [0.21424, -2.40303, -0.97170], [0.20403, 2.48626, -0.71996], [0.14208, 0.13050, -2.70794], [0.29477, -2.39447, -2.80438], [1.01399, -3.15172, -3.11685], [-0.67615, -2.66868, -3.20380], [0.71219, -1.05849, -3.38921], [1.83252, -0.99328, -3.48552], [0.34935, -0.97312, -4.42998], [0.70234, 1.39533, -3.26273], [0.34015, 1.41466, -4.30530], [1.82199, 1.34517, -3.36774], [0.28241, 2.66116, -2.54717], [-0.69056, 2.96869, -2.91154], [0.99290, 3.45234, -2.78198], [1.69843, 3.36426, -0.08697], [1.99925, 3.03730, 1.38206], [2.88810, 3.60920, 1.68729], [2.22883, 1.97534, 1.52255], [1.16858, 3.31444, 2.04509], [-1.32499, 3.38196, -0.15438], [-1.37511, 3.55429, 1.37088], [-2.39113, 3.86915, 1.64325], [-0.68133, 4.32908, 1.71897], [-1.17076, 2.61464, 1.90224], [-1.32027, -3.34101, -0.50350], [-1.37776, -3.65774, 0.99831], [-2.39364, -4.00141, 1.23287], [-1.18020, -2.77271, 1.61769], [-0.68231, -4.45953, 1.27390], [1.70479, -3.34246, -0.42925], [2.00425, -3.16603, 1.06540], [2.89059, -3.76921, 1.31288], [1.17150, -3.50497, 1.69649], [2.23781, -2.12444, 1.31248], [2.02242, 0.00636, -0.19771], [3.11812, 0.00090, -0.05158], [-1.58714, 4.69590, -0.89764], [-0.87074, 5.47155, -0.61668], [-1.56998, 4.57057, -1.98599], [-2.58860, 5.04000, -0.61932], [-1.58219, -4.57775, -1.36971], [-2.58379, -4.94601, -1.12525], [-1.56397, -4.34886, -2.44034], [-0.86556, -5.37617, -1.16266], [1.68337, -4.82451, -0.83010], [2.68605, -5.23479, -0.65271], [0.97912, -5.40016, -0.21700], [1.45338, -4.96832, -1.89239], [1.68001, 4.87916, -0.33658], [0.97790, 5.39197, 0.33224], [2.68364, 5.26738, -0.11990], [1.44942, 5.12988, -1.37869], [2.50999, 2.92398, -0.69677], [2.51817, -2.84484, -0.99061], [-2.11788, 2.65834, -0.43436], [-2.10987, -2.59108, -0.71680], [-0.76409, 0.07685, -2.31319], [-1.57042, -0.01679, -1.14869], [-2.00033, -0.25925, 5.31602], [-1.58249, -0.19567, 4.03902], [-0.19005, -0.19265, 3.76363], [0.22490, -0.12845, 2.44787], [-0.66551, -0.06841, 1.43382], [-1.99600, -0.06835, 1.66843], [-2.48696, -0.13133, 2.95448], [-1.37587, -0.30523, 6.08380], [-3.00598, -0.26307, 5.53653], [0.53257, -0.23948, 4.55158], [1.29362, -0.12377, 2.17468], [-2.65003, -0.01818, 0.79630], [-3.56362, -0.13173, 3.13345]],
  "atomic_forces_ev_per_a": [[1.6, 0.2, 4.7], [0.4, -1.6, -0.2], [0.5, 1.5, 0.0], [4.9, 0.0, 0.9], [-0.1, 0.2, 0.0], [-0.1, -0.1, -0.1], [-0.2, -0.1, 0.0], [0.2, 0.1, -1.5], [-1.1, 0.4, 0.6], [0.2, -0.4, 0.2], [0.1, -0.1, -1.4], [0.2, 0.3, 0.2], [-1.0, -0.4, 0.6], [-0.2, -0.2, 0.1], [-0.2, 0.1, 0.0], [-0.1, 0.1, -0.1], [0.5, -0.4, 0.0], [0.0, 0.1, 0.1], [-0.3, -0.2, 0.0], [-0.1, 0.2, 0.1], [0.4, -0.1, -0.2], [-0.4, -0.7, 0.0], [-0.1, 0.0, 0.0], [0.3, 0.0, 0.0], [-0.2, -0.2, -0.1], [0.0, 0.2, 0.0], [-0.4, 0.7, 0.1], [-0.1, 0.0, 0.0], [0.3, 0.0, 0.0], [0.0, -0.2, -0.1], [-0.2, 0.2, -0.1], [0.5, 0.4, 0.1], [0.0, -0.1, 0.1], [-0.3, 0.2, 0.0], [0.4, 0.1, -0.2], [-0.1, -0.2, 0.1], [-0.4, 0.0, -0.3], [1.6, 0.0, 0.2], [0.0, 0.0, -0.2], [-0.2, -0.1, -0.1], [-0.1, 0.2, 0.3], [0.1, 0.0, -0.1], [0.1, 0.0, -0.1], [0.1, 0.0, -0.1], [-0.1, -0.2, 0.2], [-0.2, 0.1, -0.1], [0.0, 0.0, 0.0], [-0.2, 0.1, -0.1], [0.2, 0.2, -0.2], [0.0, -0.1, 0.2], [0.0, 0.0, 0.0], [0.2, -0.1, -0.2], [-0.2, -0.1, -0.1], [0.0, 0.1, 0.3], [-0.2, 0.2, 0.1], [-0.2, -0.2, 0.1], [0.1, 0.3, 0.1], [0.1, -0.3, 0.0], [-3.1, 0.2, -2.4], [-3.3, -0.2, -0.8], [-1.5, 0.1, -1.5], [0.0, -0.1, 1.4], [0.3, 0.1, -1.5], [0.0, -0.1, 1.4], [0.9, 0.1, -2.4], [-0.6, -0.1, 1.3], [-0.4, 0.0, -0.8], [0.6, 0.0, 0.6], [0.9, 0.0, -0.2], [0.2, 0.0, 0.3], [-0.7, 0.0, 0.4], [0.1, 0.0, 0.4], [0.3, 0.0, -0.1]],
  "lowdin_charge": [0.727, 1.024, 1.029, -0.198, -0.266, 0.109, 0.097, -0.212, 0.155, 0.147, -0.207, 0.147, 0.155, -0.268, 0.095, 0.109, -0.517, -0.085, 0.111, 0.044, 0.074, -0.507, -0.087, 0.107, 0.085, 0.056, -0.507, -0.086, 0.107, 0.056, 0.085, -0.517, -0.085, 0.111, 0.074, 0.044, -0.108, 0.247, -0.068, 0.077, 0.079, 0.109, -0.067, 0.109, 0.079, 0.077, -0.072, 0.109, 0.084, 0.085, -0.072, 0.084, 0.109, 0.085, 0.117, 0.118, 0.108, 0.106, -0.020, 0.001, 0.208, -0.255, 0.052, -0.122, -0.126, -0.144, 0.037, 0.125, 0.156, 0.131, 0.100, 0.113, 0.142]
}

=====

{
  "formula": "C22H44N4O6P",
  "method": "wB97M-V/def2-TZVPD",
  "homo_lumo_gap_ev": 5.913,
  "charge": -1,
  "e_lumo_ev": 2.5,
  "homo_energy_ev": -3.42,
  "species": ["C", "C", "C", "C", "C", "C", "C", "C", "P", "O", "C", "C", "O", "H", "H", "H", "H", "H", "H", "H", "H", "H", "H", "H", "H", "H", "H", "H", "H", "C", "C", "O", "N", "C", "H", "H", "H", "H", "H", "H", "H", "C", "C", "O", "N", "C", "H", "H", "H", "H", "H", "H", "H", "C", "C", "O", "N", "C", "H", "H", "H", "H", "H", "H", "H", "C", "C", "O", "N", "C", "H", "H", "H", "H", "H", "H", "H"],
  "xyz": [[-0.48552, -3.13264, 0.90211], [0.07788, -1.79325, 0.49170], [1.14298, -1.28091, 1.21807], [1.64676, -0.07058, 0.90036], [1.17344, 0.69212, -0.12765], [0.12324, 0.22578, -0.87196], [-0.43505, -1.02945, -0.55369], [-1.65007, -1.52329, -1.34685], [-3.19689, -0.95733, -0.28205], [-4.43953, -1.76275, -1.20590], [-5.65304, -1.70412, -0.50877], [-5.66356, -0.38639, 0.32026], [-4.34470, -0.33515, 0.88207], [-1.13487, -2.96117, 1.76448], [0.30625, -3.81052, 1.24082], [-1.04060, -3.61885, 0.10734], [1.53889, -1.87248, 2.03765], [2.46221, 0.32784, 1.50497], [1.57131, 1.67488, -0.36661], [-0.28343, 0.81579, -1.69525], [-1.61554, -2.60719, -1.48608], [-1.64881, -1.07638, -2.34506], [-3.34177, 0.18109, -1.19966], [-2.23576, -0.11991, 0.40222], [-2.98244, -2.11657, 0.55151], [-6.56015, -1.68619, -1.12114], [-5.58267, -2.47365, 0.27524], [-6.30512, -0.40230, 1.20714], [-5.75086, 0.52749, -0.28456], [-1.40078, -0.17820, -5.73763], [-2.16413, 0.68664, -4.76209], [-1.65024, 1.13220, -3.75487], [-3.46948, 0.95580, -5.04187], [-4.25427, 0.51864, -6.17675], [-0.38534, -0.30019, -5.37259], [-1.86341, -1.16306, -5.81618], [-1.36545, 0.29403, -6.72132], [-3.91534, 1.53097, -4.34438], [-4.62579, 1.39163, -6.71944], [-5.10970, -0.06012, -5.82207], [-3.66674, -0.09476, -6.85186], [3.25181, -4.14208, 3.10106], [2.09816, -5.11576, 3.13802], [1.53979, -5.49310, 2.12460], [1.68924, -5.56604, 4.35880], [2.22250, -5.23176, 5.66394], [3.45317, -3.87845, 2.06691], [3.00144, -3.23237, 3.64882], [4.14825, -4.59543, 3.52791], [0.91541, -6.20931, 4.30877], [2.57086, -6.14209, 6.15729], [1.43389, -4.78637, 6.27385], [3.04794, -4.53233, 5.58635], [-0.19089, 6.19124, -0.33933], [0.31644, 5.03750, 0.49421], [1.49073, 4.96256, 0.84343], [-0.57217, 4.08329, 0.84448], [-1.98771, 3.99898, 0.52471], [0.63498, 6.86848, -0.53799], [-0.58294, 5.82971, -1.29057], [-0.96874, 6.73637, 0.19695], [-0.16776, 3.34130, 1.39687], [-2.56352, 3.97341, 1.45092], [-2.17618, 3.07519, -0.02485], [-2.31023, 4.84471, -0.07387], [7.05674, 1.69356, 0.95553], [5.64629, 1.35754, 0.52027], [5.40038, 0.36182, -0.13882], [4.66044, 2.21363, 0.89459], [4.77887, 3.43284, 1.67262], [7.72780, 0.92431, 0.58445], [7.36534, 2.65514, 0.54278], [7.12485, 1.72118, 2.04407], [3.74012, 1.94267, 0.57883], [4.16722, 3.34645, 2.57209], [4.40662, 4.27292, 1.08486], [5.80898, 3.62283, 1.95783]],
  "atomic_forces_ev_per_a": [[0.4, 0.1, 0.4], [0.1, -0.3, 0.0], [-0.7, -1.2, 0.1], [2.0, 1.4, 1.3], [-0.4, 0.9, -0.7], [-0.6, -0.7, -0.2], [-1.1, -0.5, -1.5], [0.4, 0.2, 0.3], [2.1, 1.4, 0.0], [-0.6, 0.0, -0.2], [0.4, 1.1, 1.4], [2.0, -0.2, 0.6], [-1.0, -0.2, -0.9], [-0.2, -0.2, -0.2], [-0.1, 0.2, -0.2], [-0.2, 0.0, 0.1], [0.1, 0.1, 0.0], [0.0, -0.1, -0.1], [0.2, -0.1, 0.1], [0.0, -0.3, 0.2], [-0.1, 0.0, 0.1], [-0.1, 0.1, 0.1], [-0.4, 0.1, 0.1], [-0.2, -0.3, 0.5], [-0.3, 0.0, 0.0], [0.2, -0.7, -0.3], [-0.9, -0.3, -0.3], [-0.6, 0.0, -0.5], [-0.7, -0.2, -0.1], [0.0, 0.0, 0.0], [0.0, 0.0, 0.2], [0.2, 0.2, -0.1], [0.2, 0.0, -0.3], [-0.2, 0.2, 0.4], [0.0, 0.0, 0.1], [0.0, 0.0, -0.1], [-0.1, -0.1, 0.0], [0.0, -0.1, 0.1], [0.0, -0.1, -0.2], [0.0, -0.1, -0.2], [0.0, 0.0, 0.0], [0.0, 0.0, 0.0], [-0.1, 0.0, -0.2], [0.1, -0.2, 0.1], [0.2, 0.1, 0.0], [-0.4, -0.3, -0.1], [-0.1, 0.0, 0.0], [0.1, 0.0, 0.1], [0.0, 0.1, 0.1], [0.0, 0.0, 0.0], [0.1, 0.1, 0.1], [0.1, 0.1, 0.1], [0.0, 0.0, -0.1], [0.1, 0.1, 0.0], [0.1, -0.2, 0.1], [0.0, 0.1, -0.1], [0.1, 0.3, 0.0], [0.2, -0.4, 0.1], [0.1, -0.1, 0.1], [-0.1, 0.0, 0.0], [-0.1, 0.0, -0.1], [-0.1, -0.1, -0.1], [-0.1, 0.0, -0.1], [-0.1, 0.0, 0.0], [0.1, 0.0, 0.0], [0.0, 0.0, 0.0], [-0.2, -0.1, -0.1], [0.2, 0.0, 0.0], [0.3, -0.1, 0.0], [-0.4, -0.1, -0.2], [-0.1, 0.0, 0.0], [0.0, 0.0, 0.1], [0.0, 0.1, 0.0], [0.0, 0.0, 0.0], [0.1, 0.1, 0.1], [0.0, 0.1, 0.1], [0.0, -0.1, 0.0]],
  "lowdin_charge": [-0.051, -0.233, -0.068, -0.141, -0.124, -0.050, -0.262, -0.256, 0.515, -0.352, -0.304, -0.285, -0.413, 0.079, 0.044, 0.061, 0.094, 0.086, 0.090, 0.096, 0.053, 0.045, 0.010, 0.000, 0.021, 0.099, 0.101, 0.098, 0.090, -0.012, -0.552, 0.026, 0.010, -0.087, 0.083, 0.084, 0.077, 0.139, 0.076, 0.082, 0.068, -0.014, -0.548, 0.031, 0.003, -0.086, 0.088, 0.080, 0.080, 0.137, 0.078, 0.081, 0.070, -0.017, -0.560, -0.002, 0.020, -0.059, 0.075, 0.083, 0.079, 0.139, 0.083, 0.089, 0.068, -0.022, -0.558, 0.032, 0.020, -0.075, 0.076, 0.078, 0.078, 0.110, 0.084, 0.078, 0.065]
}

=====

no.,total energy (Eh)
1,-1429.6356
2,-2635.3679
3,-1876.5154